#a
This record from the Open Molecules 2025 dataset describes an isolated ion of composition C3H5N2O2 and charge +1. The level of theory is ωB97M-V/def2-TZVPD.

```
12
Properties=species:S:1:pos:R:3
N -1.62 -0.62 0.03
H 0.93 2.04 0.08
H -1.38 2.47 0.27
H 1.60 -1.56 -1.12
H 2.47 -1.01 0.34
H 1.06 -1.99 0.54
O -2.37 -1.52 0.03
N -1.06 1.58 -0.08
O -2.07 0.65 0.01
C 0.25 1.19 0.01
C 1.47 -1.20 -0.10
C 0.73 -0.02 -0.02
```

The net charge is +1. For the HOMO-LUMO gap, the calculation gives 8.1 eV.

Here are the Mulliken charges for atoms 1 to 6, given in e:
1 N 0.247
2 H 0.369
3 H 0.309
4 H 0.295
5 H 0.360
6 H 0.356

***

#b
This record from the Open Molecules 2025 dataset describes an isolated ion of composition C3H5N2O2 and charge +1. The level of theory is ωB97M-V/def2-TZVPD.

```
12
Properties=species:S:1:pos:R:3
H -1.64 2.38 0.05
H -0.20 -2.39 -0.09
C -0.60 -1.37 -0.04
O 2.56 0.28 0.06
C -0.08 1.14 -0.01
H -1.97 0.59 0.07
H 2.03 -1.69 -0.03
N 0.39 -0.41 0.00
C 1.79 -0.62 0.01
O -1.77 -1.12 -0.02
N -1.30 1.41 0.05
H 0.78 1.80 -0.05
```

The net charge is +1. For the HOMO-LUMO gap, the calculation gives 10.1 eV.

Here are the Mulliken charges for atoms 1 to 6, given in e:
1 H 0.262
2 H 0.321
3 C 0.186
4 O -0.410
5 C -0.004
6 H 0.337

***

#c
This record from the Open Molecules 2025 dataset describes a 2-piece molecular cluster, C3H5N2O2 overall. The level of theory is ωB97M-V/def2-TZVPD.

```
12
Properties=species:S:1:pos:R:3
H 0.09 2.30 -0.61
N -0.56 0.94 0.89
N -1.04 -1.54 -0.60
O -1.96 -1.09 0.06
H -1.65 -0.01 0.52
C 0.04 -1.81 -0.97
C 0.68 0.88 0.86
H 0.18 3.08 0.96
O 0.96 -2.33 -1.52
H 1.59 0.36 0.98
H 1.39 -2.96 -0.98
C 0.29 2.18 0.41
```

The net charge is +1. For the HOMO-LUMO gap, the calculation gives 11.0 eV.

Here are the Mulliken charges for atoms 1 to 6, given in e:
1 H 0.236
2 N -0.431
3 N 0.395
4 O -0.504
5 H 0.491
6 C 0.388

***

#d
This record from the Open Molecules 2025 dataset describes an isolated ion of composition C3H5N2O2 and charge +1. The level of theory is ωB97M-V/def2-TZVPD.

```
12
Properties=species:S:1:pos:R:3
C 1.98 -0.53 -0.45
N -0.85 0.82 0.15
H -2.79 -1.74 -0.01
O 1.50 -1.41 0.24
H -0.48 -1.23 0.47
H 2.96 -0.54 -0.94
C 0.51 1.32 0.27
O -2.35 -0.80 -0.20
H 0.78 2.30 0.68
N 1.59 0.79 -0.14
H -1.64 1.44 -0.30
C -1.20 -0.42 0.20
```

The net charge is +1. For the HOMO-LUMO gap, the calculation gives 9.5 eV.

Here are the Mulliken charges for atoms 1 to 6, given in e:
1 C 0.146
2 N -0.130
3 H 0.471
4 O -0.485
5 H 0.422
6 H 0.374

***

Comparing the structures above, #b comes out on top by 31.0 kcal/mol.